ORCA calculation (ωB97M-V/def2-TZVPD) on a single C2H3NO2S3 molecule in a non-equilibrium geometry.

Each line ends with the Mulliken spin population.
Geometry (Å):
C  -0.199  0.189  0.147  0.013
C  -0.697  1.498  0.752  0.017
N  0.879  -0.545  0.711  0.126
O  0.014  -2.275  -1.620  0.259
O  -0.101  0.238  -1.355  0.010
S  -1.882  0.140  0.840  0.032
S  2.268  -0.829  -0.355  1.172
S  0.741  -1.023  -1.985  0.352
H  -1.105  2.374  0.107  0.001
H  -0.306  1.676  1.659  -0.003
H  0.389  -1.444  1.100  0.022

Results
E_tot   -40207.6825 eV
Multiplicity   3
⟨S²⟩   2.015

***

ORCA calculation (ωB97M-V/def2-TZVPD) on a single C2H3NO3 molecule in a non-equilibrium geometry.

Each line ends with the natural charge from an NBO analysis.
Geometry (Å):
O  -1.986  -0.060  -0.151  -0.481
C  -1.000  -1.054  0.083  0.286
C  0.417  -0.506  0.069  0.502
O  1.379  -1.243  -0.258  -0.554
N  0.839  0.790  0.233  -0.364
O  0.005  1.829  -0.298  -0.528
H  -0.940  -2.223  -0.152  0.226
H  1.893  0.942  -0.123  0.410
H  -0.607  1.525  0.597  0.502

Results
Relative energy (zero: lowest compared OMol25 entry of this formula, charge and spin)   632.88 kJ/mol
E_tot   -9749.5300 eV
Structure (SMILES)   O=CC(=O)NO

***

ORCA calculation (ωB97M-V/def2-TZVPD) on 2 unconnected molecules or ions with the total composition C2H3NO3 in a non-equilibrium geometry.

Each line ends with the natural charge from an NBO analysis.
Geometry (Å):
O  -0.083  1.963  1.395  -0.298
N  -0.546  1.144  0.729  0.743
O  -0.518  0.980  -0.470  -0.375
O  -1.350  0.239  1.464  -0.545
H  -1.932  -0.186  0.884  0.484
C  0.967  -1.586  -0.772  -0.281
C  1.196  -0.452  -1.130  -0.210
H  0.800  -2.666  -0.890  0.244
H  1.467  0.563  -1.211  0.238

Results
Relative energy (zero: lowest compared OMol25 entry of this formula, charge and spin)   750.17 kJ/mol
E_tot   -9748.3145 eV
Structure (SMILES)   O=[N+]([O-])O.C#C

***

Repeat the first record exactly.
ORCA calculation (ωB97M-V/def2-TZVPD) on a single C2H3NO2S3 molecule in a non-equilibrium geometry.

Each line ends with the Mulliken spin population.
Geometry (Å):
C  -0.199  0.189  0.147  0.013
C  -0.697  1.498  0.752  0.017
N  0.879  -0.545  0.711  0.126
O  0.014  -2.275  -1.620  0.259
O  -0.101  0.238  -1.355  0.010
S  -1.882  0.140  0.840  0.032
S  2.268  -0.829  -0.355  1.172
S  0.741  -1.023  -1.985  0.352
H  -1.105  2.374  0.107  0.001
H  -0.306  1.676  1.659  -0.003
H  0.389  -1.444  1.100  0.022

Results
E_tot   -40207.6825 eV
Multiplicity   3
⟨S²⟩   2.015

***

Question: E_tot of number 2 (C2H3NO3)?
Answer: -9749.5300 eV